Density functional theory data (the ωB97M-V functional and the def2-TZVPD basis) for a molecular structure, C19H14BrCl2N3O4Sn.

CARTESIAN COORDINATES (ANGSTROEM)
Sn1 0.0295 0.3210 1.0543
N1 -3.0867 0.2893 -1.3536
C1 -2.6545 -0.9681 -0.9808
C2 -3.3766 -2.0570 -1.4964
C3 -3.0154 -3.3365 -1.1499
C4 -1.9310 -3.5266 -0.2983
C5 -1.2686 -2.4097 0.1504
N2 -1.6124 -1.1535 -0.1749
C6 -2.7136 1.5751 -1.0076
C7 -3.4957 2.6280 -1.5060
C8 -3.1721 3.9211 -1.1697
C9 -2.0689 4.1547 -0.3535
C10 -1.3500 3.0625 0.0728
N3 -1.6582 1.7993 -0.2397
H1 -3.8791 0.2640 -1.9699
H2 -4.2166 -1.8783 -2.1555
H3 -3.5695 -4.1807 -1.5374
H4 -1.6161 -4.5143 0.0030
H5 -0.4030 -2.5062 0.7972
H6 -4.3477 2.4152 -2.1395
H7 -3.7715 4.7438 -1.5353
H8 -1.7862 5.1541 -0.0587
H9 -0.4727 3.1895 0.7000
Cl1 -0.1918 -1.5690 5.3158
C11 -0.6028 0.1556 5.3860
Cl2 0.8718 1.1438 5.3230
C12 -1.5289 0.5315 4.1975
O1 -2.6313 0.9716 4.4603
O2 -1.0039 0.3387 3.0454
H10 -1.0965 0.3475 6.3293
Br1 3.9128 2.3528 -1.0658
C13 4.4318 0.5454 -1.3176
C14 5.7355 0.3333 -1.7436
C15 6.2169 -0.9574 -1.8800
C16 5.4052 -2.0378 -1.5746
C17 4.1082 -1.8215 -1.1469
C18 3.5911 -0.5340 -1.0262
C19 2.1700 -0.4040 -0.5459
O3 1.7757 -1.2389 0.3238
O4 1.4214 0.4909 -1.0033
H11 6.3680 1.1836 -1.9575
H12 7.2354 -1.1150 -2.2107
H13 5.7827 -3.0482 -1.6600
H14 3.4653 -2.6555 -0.9001

Force components x, y, z for each atom (eV/Å):
Sn 0.0 0.3 -0.3
N 0.0 -0.1 -0.1
C 0.1 -0.1 0.1
C 0.0 0.0 0.0
C 0.0 0.1 0.0
C 0.0 0.0 0.0
C 0.0 -0.3 0.1
N 0.3 0.3 0.3
C 0.1 0.3 0.1
C -0.1 0.0 0.0
C 0.0 -0.1 0.0
C 0.0 0.0 0.0
C 0.0 0.2 0.0
N 0.1 -0.3 0.1
H -0.1 0.0 0.0
H 0.0 0.0 0.0
H 0.0 0.0 0.0
H 0.0 0.0 0.0
H 0.0 0.0 0.0
H 0.0 0.0 0.0
H 0.0 0.0 0.0
H 0.0 0.0 0.0
H 0.0 0.0 0.0
Cl 0.0 -0.1 0.1
C -0.1 0.1 -0.3
Cl 0.1 0.0 0.1
C -0.1 0.0 0.1
O 0.1 0.0 0.0
O -0.2 -0.2 -0.2
H 0.0 0.0 0.0
Br 0.0 0.0 0.0
C -0.1 -0.2 0.0
C -0.1 0.0 0.0
C 0.1 0.0 0.0
C 0.0 -0.1 0.0
C 0.0 0.0 -0.1
C 0.1 0.3 0.1
C -0.1 -0.1 -0.2
O -0.2 0.0 0.1
O -0.1 0.0 0.0
H 0.0 0.0 0.0
H 0.0 0.0 0.0
H 0.0 0.0 0.0
H 0.0 0.0 0.1

The calculation puts the orbital gap at 0.30954 Ha. The total energy is -4906.4428 Ha. The calculation puts the LUMO energy at -0.09 eV. The HOMO energy comes out at -0.3128 hartree. Its energy relative to the best compared isomer or geometry (same formula, charge and spin) is 0.1715 eV.

=====

Density functional theory data (the ωB97M-V functional and the def2-TZVPD basis) for a molecular structure, C19H14Cl2N2NbO2PS5Sb.

CARTESIAN COORDINATES (ANGSTROEM)
Nb1 7.6847 10.8861 12.2645
O1 5.1238 12.5184 10.0567
C1 5.2324 11.6196 10.8475
O2 6.0242 11.7494 11.9631
C2 4.6758 10.1944 10.6122
P1 6.2857 9.2614 10.7710
C3 6.8229 9.0525 9.0190
C4 6.9545 10.2140 8.2170
C5 7.3708 10.1533 6.8956
C6 7.6493 8.9517 6.2745
C7 7.4099 7.8052 7.0428
C8 7.0607 7.8388 8.3441
C9 5.9371 7.6443 11.3058
C10 7.0504 6.7677 11.3571
C11 6.9914 5.4912 11.9836
C12 5.7641 5.0432 12.3785
C13 4.6380 5.8419 12.2476
C14 4.6511 7.1502 11.6533
H1 4.2125 10.1424 9.6253
H2 3.9119 9.8503 11.3232
H3 6.7478 11.2852 8.5954
H4 7.3894 11.0108 6.2888
H5 7.9510 8.9476 5.2214
H6 7.5017 6.8181 6.6014
H7 6.6610 6.9505 8.8895
H8 7.9431 7.2376 11.0893
H9 7.9380 4.9420 12.1400
H10 5.6918 4.0003 12.7411
H11 3.7487 5.6019 12.7907
H12 3.7456 7.7672 11.7851
Cl1 10.0549 14.7940 16.7490
C15 9.4741 13.7248 15.4785
Cl2 7.7085 13.2844 15.7547
H13 10.1023 12.8394 15.4592
H14 9.4511 14.3242 14.5716
S1 10.3073 10.5403 16.2811
Sb1 9.4643 9.1413 14.6452
S2 7.0600 9.9498 14.2737
S3 10.1554 10.7645 12.7551
S4 9.5669 9.9786 10.9406
C16 9.6718 11.4078 9.8718
C17 10.5931 11.2534 8.7817
N1 11.3911 11.1921 7.9241
C18 9.2903 12.7199 10.1395
S5 8.3494 13.2582 11.4298
C19 9.8375 13.7112 9.2699
N2 10.2298 14.5164 8.5052

Force components x, y, z for each atom (eV/Å):
Nb -0.4 -0.4 1.1
O -0.3 -0.6 0.5
C -0.1 0.7 0.0
O -2.6 0.2 -1.1
C 0.7 0.3 0.2
P -0.4 1.0 -1.7
C 0.3 1.2 -1.2
C -0.1 1.7 1.3
C -0.2 -0.9 0.0
C -0.4 -0.3 0.6
C 1.0 -0.8 -2.1
C -2.1 -0.1 3.0
C -1.0 -2.7 0.2
C -1.8 -0.4 1.9
C 1.4 1.8 -1.5
C -0.5 -1.3 0.2
C -0.2 2.0 -0.5
C 1.4 -1.1 1.8
H 0.4 0.0 0.0
H 0.5 0.4 0.2
H 0.2 -2.0 -0.3
H 0.2 1.3 -0.3
H -0.1 -0.3 0.5
H 0.1 0.1 -0.2
H 1.0 0.4 -0.7
H 1.7 0.1 -0.4
H -0.8 0.2 -0.2
H -0.2 0.9 0.2
H -0.6 -0.6 -0.2
H 0.7 -0.3 -0.5
Cl 0.1 0.0 0.2
C -1.1 0.7 0.0
Cl 1.2 0.0 -0.2
H -0.4 0.0 -0.1
H 0.2 -0.4 -0.1
S -0.6 -1.2 -1.3
Sb 0.2 0.4 1.6
S 0.6 -0.2 0.1
S 1.0 0.4 0.2
S -0.3 0.9 -0.9
C 1.1 0.5 -0.7
C 1.7 -0.4 -1.6
N -1.8 -0.1 1.7
C 0.4 -1.2 0.5
S 0.0 -0.4 0.1
C 0.9 2.6 -2.6
N -1.1 -2.2 2.3

The calculation puts the orbital gap (spin up / spin down) at 0.23177 / 0.25197 Ha. The total energy is -4542.3408 Ha. Its spin multiplicity is 2. The calculation puts the LUMO energy (spin up / spin down) at -1.79 / -1.75 eV. The HOMO energy (spin up / spin down) comes out at -0.2974 / -0.3164 hartree. Its energy relative to the best compared isomer or geometry (same formula, charge and spin) is 1.1601 eV.

=====

Density functional theory data (the ωB97M-V functional and the def2-TZVPD basis) for a single C19H14ClF3N2O2 molecule.

CARTESIAN COORDINATES (ANGSTROEM)
C1 -4.6974 -1.1377 -2.2708
O1 -4.1846 -0.1858 -1.3590
C2 -3.1718 -0.5514 -0.3422
C3 -3.0771 -1.9440 -0.0619
C4 -1.9985 -2.3064 0.8902
C5 -1.2664 -1.3358 1.6090
C6 -0.3346 -1.9264 2.5670
C7 0.9406 -1.5398 2.8059
C8 1.8131 -0.5670 2.1081
C9 1.6907 0.2703 0.8948
C10 2.3517 1.5044 0.7625
C11 2.3318 2.3246 -0.4017
C12 1.6900 1.8719 -1.5366
Cl1 1.5446 2.9449 -2.8774
C13 1.0115 0.6079 -1.5694
C14 1.0859 -0.2269 -0.3907
N1 2.9575 -0.5658 2.7241
N2 3.0018 -1.3226 3.7776
C15 1.7894 -2.0267 3.8949
C16 1.3705 -3.2476 4.8971
F1 0.1704 -3.0969 5.5610
F2 1.2103 -4.2605 3.9890
F3 2.4156 -3.4563 5.6253
C17 -1.5429 -0.0435 1.4096
C18 -2.4981 0.3985 0.4350
O2 -2.9462 1.7001 0.4350
C19 -2.2935 2.5529 -0.5105
H1 -5.2122 -0.6076 -3.0668
H2 -3.9928 -1.7927 -2.8673
H3 -5.3360 -1.8210 -1.6936
H4 -3.6724 -2.6958 -0.5471
H5 -1.9120 -3.3872 0.8528
H6 -0.7102 -2.9042 3.0647
H7 2.9864 1.9775 1.5056
H8 2.9685 3.2620 -0.4820
H9 0.6908 0.2976 -2.5289
H10 0.7684 -1.2982 -0.4982
H11 -1.1054 0.6887 1.9784
H12 -1.1991 2.3454 -0.4429
H13 -2.6471 3.6278 -0.4337
H14 -2.6356 2.2437 -1.4606

Force components x, y, z for each atom (eV/Å):
C 0.5 -1.4 0.1
O 2.7 0.9 1.8
C -3.0 -2.1 -2.1
C 3.9 1.8 2.2
C -3.6 0.4 -2.9
C -0.3 -4.0 -0.3
C 0.1 -1.3 0.5
C -0.1 0.1 0.2
C -0.2 -0.1 0.1
C -0.7 -0.2 -3.6
C 0.1 0.9 -0.5
C 0.8 -0.4 0.0
C -1.3 -0.9 0.8
Cl 0.1 0.0 -0.4
C 2.2 0.3 3.0
C 0.5 1.1 0.1
N 0.3 2.0 -2.2
N -3.3 -4.6 3.7
C 1.5 1.5 -0.2
C 0.2 3.0 -4.1
F 2.1 -0.3 -0.5
F -0.3 -0.3 1.2
F -0.1 -0.9 1.7
C -2.4 1.7 -2.6
C -0.1 -0.3 0.8
O 0.3 0.0 0.4
C 0.4 0.3 0.3
H -0.4 0.3 0.4
H 0.1 0.8 1.1
H -0.3 0.1 -0.6
H 0.1 -0.1 -0.1
H 0.7 0.1 1.1
H 0.7 1.9 -0.7
H -0.4 -0.7 0.6
H -1.1 -1.3 0.4
H -0.7 -0.6 -0.5
H 0.1 1.3 0.4
H 1.0 1.7 1.3
H -0.6 0.9 -0.1
H 0.8 -1.4 0.6
H -0.1 -0.4 -1.4

The calculation puts the orbital gap at 0.25801 Ha. Its SMILES is COc1ccc(/C=C2\C(c3ccc(Cl)cc3)=NN=C2C(F)(F)F)cc1OC. The total energy is -1752.0220 Ha. The calculation puts the LUMO energy at -1.66 eV. The HOMO energy comes out at -0.3192 hartree. Its energy relative to the best compared isomer or geometry (same formula, charge and spin) is 3.0029 eV.

=====

Density functional theory data (the ωB97M-V functional and the def2-TZVPD basis) for a molecular structure, C19H14F2N4O5S.

CARTESIAN COORDINATES (ANGSTROEM)
O1 -3.1048 -0.3872 2.3867
C1 -3.5278 0.2149 1.3997
N1 -2.9297 1.2818 0.6280
C2 -1.6525 1.3874 0.5020
C3 -0.7837 0.8851 1.3714
C4 0.5079 1.1611 1.4036
C5 0.8984 1.6649 0.3323
C6 0.0581 2.1821 -0.9536
C7 -1.3248 2.0155 -0.7711
H1 -1.9213 2.2133 -1.4689
O2 0.6958 2.8843 -1.8716
C8 2.0202 2.6858 -1.6689
O3 2.2826 1.8865 -0.3708
H2 2.6057 3.6760 -1.5755
H3 2.6154 1.9058 -2.4133
H4 1.1883 0.9526 2.2555
H5 -1.1388 0.4665 2.4917
H6 -3.6859 1.5681 0.0094
C9 -5.0189 0.0358 0.9320
H7 -5.4552 -0.9695 1.5640
H8 -5.8415 0.7151 1.2397
S1 -5.4594 -0.0637 -0.6702
C10 -3.7858 -0.6802 -1.1810
N2 -3.1031 -0.3995 -2.0683
N3 -1.8835 -0.9489 -2.3539
C11 -1.8742 -1.8101 -1.0481
O4 -3.1508 -1.8679 -0.4300
C12 -0.8757 -2.5191 -0.4417
N4 0.1785 -1.9432 0.0379
C13 1.4926 -2.2229 -0.5671
O5 1.6431 -2.9613 -1.4883
C14 2.5503 -1.3451 -0.2642
C15 3.5009 -0.6644 -0.9945
C16 4.5477 -0.1166 -0.5969
C17 4.7770 0.0486 0.7865
C18 3.9943 -0.2788 1.7279
C19 2.8867 -1.1762 1.0464
F1 2.0308 -1.7398 2.3798
H9 4.1013 -0.3698 2.7701
H10 5.5514 0.7936 1.2315
H11 5.3018 0.3966 -1.1382
F2 3.0975 -0.6930 -2.0932
H12 0.0578 -1.1876 0.6112
H13 -1.3857 -3.2906 0.5111
H14 -0.6809 -3.3861 -1.1893

Force components x, y, z for each atom (eV/Å):
O -0.7 1.1 -2.6
C -0.9 1.5 1.4
N -7.5 -4.0 3.5
C 2.7 1.6 -4.3
C -4.7 -2.1 7.0
C 4.0 -1.6 4.4
C 4.7 6.0 -13.5
C -2.9 -2.2 6.1
C 8.8 -1.5 5.5
H -5.4 1.7 -5.3
O -0.5 -0.5 -0.3
C 5.6 -2.3 1.2
O -2.7 1.1 0.8
H -1.1 -1.5 -0.3
H -1.9 2.3 1.2
H -0.6 -0.2 -0.8
H 0.4 1.1 -3.6
H 1.3 0.6 -0.6
C -2.0 -3.2 5.8
H 1.7 2.4 -1.6
H 1.2 0.5 0.9
S 2.3 -1.2 -4.3
C -5.6 -4.5 6.2
N 4.2 4.4 -8.8
N -1.0 -3.5 7.5
C -6.0 4.1 -4.8
O 2.7 2.8 -2.2
C -3.1 -9.9 1.5
N 8.1 0.1 -1.3
C -4.0 1.3 -1.1
O -0.5 -1.9 -0.7
C 1.3 0.5 9.0
C -2.4 -3.1 4.9
C 6.6 3.6 3.5
C 4.9 4.5 -0.9
C -6.8 -6.1 -0.5
C -0.3 1.2 6.5
F 1.7 1.1 -4.1
H 0.0 0.5 1.0
H -0.4 -1.5 -1.7
H 0.0 0.2 -1.3
F -2.5 0.8 -13.5
H 0.1 2.2 1.8
H 0.8 2.2 -2.6
H 0.5 1.3 1.0

The calculation puts the orbital gap at 0.29848 Ha. The total energy is -1924.9901 Ha. The calculation puts the LUMO energy at 0.11 eV. The HOMO energy comes out at -0.2946 hartree. Its energy relative to the best compared isomer or geometry (same formula, charge and spin) is 16.1940 eV.

=====

Density functional theory data (the ωB97M-V functional and the def2-TZVPD basis) for a single C19H14N2O4 molecule.

CARTESIAN COORDINATES (ANGSTROEM)
C1 -2.8932 -4.3967 -1.0293
C2 -1.6619 -3.7936 -0.7043
C3 -1.2521 -3.5736 0.7389
O1 -1.8383 -2.2575 1.2337
N1 -0.9027 -1.2536 1.3097
C4 -0.6872 -0.4513 0.2545
O2 -1.5408 -0.5761 -0.6599
C5 0.4780 0.4931 0.1758
C6 0.5882 1.3927 -0.9924
C7 0.3030 1.1207 -2.2961
C8 0.4998 2.3645 -2.9774
C9 0.4524 2.8274 -4.3097
C10 0.5724 4.2186 -4.4947
C11 0.6556 5.0832 -3.4561
C12 0.7403 4.6797 -2.1585
C13 0.7251 3.3366 -1.9508
O3 0.7692 2.6750 -0.8062
N2 1.3219 0.5611 1.2213
O4 2.2443 1.3776 1.3976
C14 1.1053 -0.3739 2.2875
C15 1.9015 -0.3751 3.4801
C16 1.6326 -1.0573 4.6456
C17 0.3778 -1.6183 4.6976
C18 -0.4582 -1.6915 3.5935
C19 -0.1127 -1.1280 2.3925
H1 -3.7496 -4.6416 -0.3188
H2 -3.0169 -4.6406 -2.0753
H3 -0.9770 -3.7409 -1.4730
H4 -0.2013 -3.5407 0.8083
H5 -1.5608 -4.3922 1.4483
H6 0.0059 0.2056 -2.7164
H7 0.3670 2.1244 -5.1691
H8 0.6202 4.5219 -5.5959
H9 0.6489 6.1613 -3.5366
H10 1.0637 5.3656 -1.2996
H11 2.7759 0.2005 3.3905
H12 2.2543 -1.0326 5.4990
H13 0.0958 -1.9203 5.7172
H14 -1.3464 -2.2542 3.7286

Force components x, y, z for each atom (eV/Å):
C 2.4 1.4 1.4
C -5.1 -3.0 1.8
C -1.5 0.6 -0.2
O 0.5 -0.7 0.3
N 0.6 -0.5 0.3
C -2.6 -0.1 -4.2
O 2.3 1.0 0.9
C -0.2 -0.1 0.7
C -1.3 -2.5 -0.4
C 1.0 0.8 0.3
C -0.4 1.2 -0.5
C 0.2 0.0 0.3
C -0.3 -2.1 -3.6
C 0.1 2.2 0.8
C 1.5 0.8 2.5
C -0.7 -2.2 -1.8
O 1.0 2.2 2.9
N -0.7 -0.7 0.2
O 0.2 0.1 -0.8
C -1.3 -0.9 3.0
C 0.1 0.3 -2.1
C -1.1 0.6 -1.7
C -0.2 -0.3 1.2
C 0.7 -0.6 1.6
C 1.8 0.4 0.3
H 1.5 0.5 -0.9
H -0.4 0.0 0.0
H 1.5 0.6 -1.4
H 1.4 0.4 0.2
H -0.3 1.1 -0.8
H -0.2 -1.0 -0.3
H 0.0 0.7 0.8
H -0.2 0.1 1.8
H 0.2 0.1 -0.8
H -1.0 -0.9 -1.4
H 1.1 0.7 0.0
H 0.7 0.1 0.6
H -0.5 -0.4 -0.8
H -0.9 -0.1 -0.3

The calculation puts the orbital gap at 0.26779 Ha. Its SMILES is C=CCOn1c(=O)c(-c2cc3ccccc3o2)[n+]([O-])c2ccccc21. The total energy is -1142.6817 Ha. The calculation puts the LUMO energy at -0.74 eV. The HOMO energy comes out at -0.2949 hartree. Its energy relative to the best compared isomer or geometry (same formula, charge and spin) is 7.7393 eV.